{
  "formula": "C4H7NO",
  "method": "ωB97M-V/def2-TZVPD",
  "elements": ["O", "C", "C", "N", "C", "C", "H", "H", "H", "H", "H", "H", "H"],
  "positions_angstrom": [[-1.34466, 1.45956, -0.21154], [-0.41144, 0.44594, -0.08409], [1.10545, 0.44814, 0.24346], [0.74682, -1.02669, 0.25502], [-0.47675, -0.60857, 1.02475], [-0.06099, -0.72135, -1.00891], [-1.04497, 2.12195, -0.84620], [1.90698, 0.53072, -0.49190], [1.36127, 0.94591, 1.18722], [-1.27417, -1.35607, 1.01689], [-0.21401, -0.29333, 2.03815], [0.54044, -0.48236, -1.89519], [-0.83398, -1.46385, -1.22766]],
  "atomic_forces_ev_per_a": [[0.15, 0.21, -0.15], [0.04, -0.12, 0.11], [0.38, 0.11, 0.04], [0.16, -0.13, 0.06], [-0.26, -0.10, 0.34], [-0.09, -0.19, -0.32], [0.02, -0.14, 0.03], [-0.34, 0.83, -0.29], [0.14, -0.54, -0.01], [-0.04, 0.20, -0.07], [-0.23, 0.00, -0.06], [-0.03, -0.19, 0.22], [0.11, 0.07, 0.09]],
  "relative_energy_ev": 3.638,
  "energy_ev": -7796.0066,
  "mol_weight_g_mol": 85.11,
  "spin_multiplicity": 1,
  "homo_lumo_gap_ev": 10.37,
  "homo_ev": -9.62
}

{
  "formula": "C22H48N10OW",
  "method": "ωB97M-V/def2-TZVPD",
  "elements": ["W", "C", "N", "C", "C", "N", "C", "C", "N", "C", "C", "N", "C", "N", "C", "C", "N", "C", "C", "C", "C", "N", "C", "N", "C", "C", "N", "C", "C", "N", "C", "C", "H", "H", "H", "H", "H", "H", "H", "H", "H", "H", "H", "H", "H", "H", "H", "H", "H", "H", "H", "H", "H", "H", "H", "H", "H", "H", "H", "H", "H", "H", "H", "H", "H", "H", "H", "H", "H", "H", "H", "H", "H", "H", "H", "H", "H", "H", "H", "H", "O", "C"],
  "positions_angstrom": [[0.15088, -0.14060, -0.19670], [2.51029, -1.06746, -1.50078], [3.43973, -0.85339, -0.45345], [4.73024, -0.24800, -0.83881], [3.03242, -0.97794, 0.83505], [1.69539, -0.84433, 1.09138], [1.22252, -1.33305, 2.40541], [-0.26738, -1.55077, 2.32590], [-0.95229, -0.38526, 1.66437], [-0.88873, 0.88098, 2.47020], [0.31363, 1.73802, 2.10618], [0.40855, 1.76526, 0.63194], [0.57206, 2.92511, -0.00185], [0.03556, 2.94505, -1.35497], [0.85406, 3.65137, -2.39277], [-1.39858, 3.38489, -1.40620], [1.18260, 3.97718, 0.49130], [2.22623, 3.86945, 1.53210], [0.95709, 5.38872, 0.10127], [-2.39749, -0.76246, 1.44794], [-2.85039, -0.14050, 0.14601], [-1.80787, -0.46530, -0.83597], [-2.15738, -1.11634, -1.98640], [-1.26509, -2.01136, -2.46882], [-0.45661, -2.78676, -1.56056], [-1.12208, -2.30972, -3.90688], [-3.29670, -0.88376, -2.61668], [-3.99480, -1.90368, -3.42371], [-3.99110, 0.40498, -2.56667], [3.94603, -1.22338, 1.77169], [3.93175, -0.65372, 3.12662], [5.13491, -2.06027, 1.49839], [1.68944, -0.24193, -1.54825], [2.05230, -2.04894, -1.47380], [2.97109, -0.91380, -2.47677], [5.36056, -0.97508, -1.34762], [5.24081, 0.12421, 0.04156], [4.53352, 0.59095, -1.50685], [1.45527, -0.63530, 3.20926], [1.70600, -2.28083, 2.65364], [-0.70729, -1.71707, 3.31307], [-0.49426, -2.42695, 1.71266], [-0.90659, 0.63468, 3.53417], [-1.79924, 1.43765, 2.24685], [1.23949, 1.36184, 2.53718], [0.14244, 2.74031, 2.49781], [1.90743, 3.44711, -2.21446], [0.66051, 4.71762, -2.37389], [0.54729, 3.25409, -3.35763], [-1.46984, 4.45838, -1.25069], [-1.95525, 2.85321, -0.63712], [-1.76932, 3.14093, -2.40006], [2.61719, 2.85678, 1.56252], [1.84506, 4.17581, 2.50442], [3.02474, 4.54952, 1.23939], [0.01373, 5.51788, -0.41447], [1.79083, 5.74154, -0.50335], [0.91481, 5.96309, 1.02543], [-2.98354, -0.45055, 2.31320], [-2.45014, -1.84799, 1.37599], [-2.97672, 0.94310, 0.23988], [-3.81717, -0.54773, -0.14775], [0.09237, -2.16518, -0.78998], [0.34389, -3.27686, -2.11037], [-1.01211, -3.52060, -0.97183], [-1.58339, -1.51245, -4.48083], [-1.56999, -3.26677, -4.16896], [-0.05988, -2.33416, -4.14454], [-3.59971, -2.88926, -3.20098], [-3.90897, -1.68593, -4.48683], [-5.04476, -1.87551, -3.13659], [-3.36109, 1.14992, -2.08909], [-4.93772, 0.31537, -2.03424], [-4.19603, 0.71447, -3.59138], [3.35563, 0.26947, 3.14202], [4.96167, -0.40488, 3.37743], [3.56016, -1.35907, 3.86833], [5.00040, -2.60735, 0.57034], [5.21609, -2.77319, 2.31784], [6.04085, -1.45816, 1.46377], [-0.21284, 1.14711, -2.99806], [-0.04955, 1.25125, -1.85250]],
  "atomic_forces_ev_per_a": [[0.09, 0.25, 0.28], [-0.26, 0.25, -0.10], [0.00, 0.04, 0.05], [0.01, -0.07, 0.08], [0.07, -0.02, -0.02], [0.03, -0.04, -0.04], [-0.02, -0.03, 0.07], [-0.08, 0.02, 0.05], [-0.07, -0.11, 0.01], [-0.03, -0.05, -0.02], [0.03, 0.05, 0.02], [0.00, 0.05, -0.04], [0.00, -0.01, -0.03], [0.04, 0.14, -0.04], [-0.07, -0.10, 0.18], [0.12, -0.04, 0.01], [0.02, 0.03, 0.04], [-0.07, -0.08, -0.05], [-0.04, -0.10, -0.07], [0.09, 0.04, 0.00], [-0.05, 0.08, 0.05], [-0.06, -0.12, -0.10], [-0.07, 0.01, -0.05], [0.00, 0.07, -0.04], [0.24, 0.22, 0.38], [-0.02, 0.02, 0.07], [0.09, -0.07, 0.03], [0.07, 0.01, 0.06], [0.05, 0.02, 0.04], [-0.04, -0.01, -0.11], [-0.01, 0.06, -0.06], [-0.11, 0.03, -0.03], [0.27, -0.09, -0.07], [0.00, -0.01, 0.01], [0.03, -0.04, 0.03], [0.03, 0.02, 0.01], [0.02, 0.01, 0.02], [0.02, -0.01, -0.02], [-0.03, -0.03, -0.03], [-0.03, 0.03, 0.00], [0.02, 0.00, -0.02], [0.06, 0.00, 0.03], [0.03, 0.04, 0.00], [0.04, 0.02, 0.00], [-0.03, 0.00, 0.02], [0.00, -0.03, 0.01], [0.02, 0.03, -0.05], [0.01, 0.05, -0.01], [0.04, 0.04, -0.02], [-0.06, -0.03, 0.00], [-0.06, 0.01, -0.02], [-0.05, 0.03, 0.02], [0.01, 0.00, 0.04], [0.05, 0.00, 0.03], [0.02, -0.01, 0.04], [0.03, 0.03, -0.02], [-0.03, 0.06, 0.00], [0.01, 0.04, -0.03], [-0.04, 0.00, -0.03], [-0.04, 0.03, -0.03], [0.00, -0.04, 0.04], [0.02, -0.04, 0.04], [-0.13, -0.41, -0.20], [-0.11, -0.13, -0.02], [-0.04, 0.00, -0.09], [0.01, -0.01, -0.03], [0.02, 0.00, -0.03], [0.00, -0.01, -0.04], [-0.03, -0.02, -0.03], [-0.03, -0.02, -0.01], [-0.01, -0.02, -0.04], [-0.02, 0.02, -0.01], [-0.01, 0.03, -0.01], [-0.03, 0.02, 0.02], [0.00, -0.03, 0.05], [-0.01, 0.01, 0.02], [0.02, 0.01, 0.02], [0.05, -0.01, 0.00], [0.04, -0.01, -0.02], [0.03, -0.02, -0.01], [-0.01, 0.07, 0.04], [-0.06, -0.11, -0.19]],
  "energy_ev": -42326.9778,
  "s2": 2.0151,
  "total_charge": 4,
  "mol_weight_g_mol": 652.54,
  "spin_multiplicity": 3,
  "homo_lumo_gap_ev": [7.05, 7.64],
  "homo_ev": [-19.58, -20.44]
}

{
  "formula": "H13HfO7",
  "method": "ωB97M-V/def2-TZVPD",
  "elements": ["Hf", "O", "H", "O", "H", "H", "O", "H", "H", "O", "H", "H", "O", "H", "H", "O", "H", "H", "O", "H", "H"],
  "positions_angstrom": [[0.04701, -0.22249, -0.12705], [1.32882, -1.22068, 0.93226], [1.74472, -1.78450, 1.58822], [-1.33698, 1.39777, -0.24071], [-1.83219, 1.71237, 0.50320], [-1.23548, 2.13365, -0.86369], [-1.37392, -0.95447, -1.53031], [-2.20237, -0.64650, -1.72977], [-1.26568, -1.73443, -2.08534], [-1.37429, -0.95557, 1.12122], [-1.58163, -0.76407, 2.03361], [-2.01286, -1.64516, 1.04381], [1.24785, -0.90736, -1.72842], [1.91882, -1.61136, -1.45012], [1.32281, -0.78348, -2.68700], [1.58827, 1.31010, -0.47646], [2.21608, 1.39664, -1.17708], [2.02051, 1.81793, 0.24265], [0.17769, 1.03045, 1.82785], [0.09213, 1.90637, 2.22932], [0.51070, 0.52479, 2.57379]],
  "atomic_forces_ev_per_a": [[4.38, 0.32, 1.86], [-1.21, 0.48, -1.20], [0.16, -0.17, 0.10], [0.07, 0.54, -1.30], [-0.88, 0.54, 0.86], [-0.24, 0.35, -0.14], [2.74, -1.72, 0.05], [-3.88, 1.62, -0.71], [0.23, -0.57, -0.39], [-1.92, -0.49, 1.58], [0.55, 0.89, 1.25], [-1.08, -1.68, -1.18], [1.44, -1.87, -0.43], [-0.76, 1.07, -0.49], [0.00, -0.08, -0.26], [-0.23, 0.95, 1.32], [0.80, -0.09, -1.36], [-0.44, -0.18, -0.02], [-0.02, 0.09, 0.47], [-0.22, 0.55, -0.34], [0.52, -0.56, 0.30]],
  "relative_energy_ev": 0.000,
  "energy_ev": -15824.5256,
  "total_charge": 3,
  "mol_weight_g_mol": 303.59,
  "spin_multiplicity": 1,
  "homo_lumo_gap_ev": 12.12,
  "homo_ev": -23.50
}

{
  "formula": "C40H45Cl4CsN4O4S",
  "method": "ωB97M-V/def2-TZVPD",
  "elements": ["Cs", "C", "C", "N", "C", "C", "S", "C", "C", "N", "H", "H", "H", "H", "H", "H", "H", "H", "H", "H", "H", "H", "H", "H", "C", "C", "O", "C", "C", "C", "C", "C", "C", "O", "H", "H", "H", "H", "H", "H", "H", "C", "C", "C", "C", "C", "C", "C", "C", "N", "C", "C", "C", "C", "N", "C", "C", "C", "C", "C", "C", "C", "C", "H", "H", "H", "H", "H", "H", "H", "H", "H", "H", "H", "H", "H", "H", "H", "H", "H", "H", "H", "H", "H", "H", "H", "H", "Cl", "C", "C", "Cl", "C", "Cl", "C", "O", "C", "O", "C", "Cl"],
  "positions_angstrom": [[1.45292, 0.61639, 1.27862], [3.47010, -1.91283, -0.64561], [2.85508, -3.18573, -1.26465], [1.40891, -3.07350, -1.40647], [0.85298, -3.19916, -2.73249], [1.29484, -2.21008, -3.83078], [0.86533, -0.46345, -3.49800], [2.48550, 0.37987, -3.39357], [3.52281, -0.37722, -2.56985], [2.94071, -0.75166, -1.31100], [3.16376, -1.86722, 0.40099], [4.57192, -1.98064, -0.68184], [3.32205, -3.39725, -2.23592], [3.09162, -4.03485, -0.60812], [1.11617, -2.19059, -1.00053], [1.07805, -4.20714, -3.10946], [-0.23214, -3.13263, -2.62410], [2.36872, -2.26626, -3.99777], [0.79159, -2.48490, -4.76072], [2.84451, 0.58308, -4.40490], [2.25398, 1.32118, -2.88969], [3.84466, -1.27773, -3.10395], [4.41374, 0.26493, -2.46653], [2.87501, 0.06716, -0.71361], [1.90371, -3.54397, 3.74790], [1.11677, -2.32840, 3.25636], [1.41579, -1.86079, 2.16304], [0.06911, -1.80492, 4.11175], [-0.24688, -2.40859, 5.34073], [-1.23113, -1.93325, 6.17128], [-1.96046, -0.79531, 5.78231], [-1.69482, -0.17548, 4.59788], [-0.67396, -0.63445, 3.68630], [-0.48027, -0.04049, 2.59960], [2.64477, -3.79555, 2.99217], [1.24423, -4.39897, 3.89975], [2.40845, -3.31708, 4.68716], [0.30290, -3.28763, 5.65486], [-1.44195, -2.42806, 7.11164], [-2.73578, -0.41096, 6.43863], [-2.24817, 0.70414, 4.28807], [-1.76527, -2.67325, 1.16067], [-2.25117, -3.14659, -0.17624], [-2.36549, -4.49723, -0.46881], [-2.79764, -4.93758, -1.71070], [-3.11214, -4.00776, -2.68854], [-2.99908, -2.64825, -2.44052], [-3.30057, -1.62852, -3.50311], [-2.57848, -2.21341, -1.17404], [-2.38094, -0.86397, -0.96807], [-3.18861, -0.05419, -0.42550], [-4.55853, -0.47344, 0.06094], [-2.78917, 1.37018, -0.32590], [-3.83743, 2.44998, -0.13630], [-1.56180, 1.64490, -0.44093], [-1.04846, 2.93816, -0.50300], [-0.88482, 3.51799, -1.77150], [-1.28538, 2.75509, -3.00756], [-0.34082, 4.78743, -1.87021], [0.07842, 5.47644, -0.74499], [-0.04994, 4.88203, 0.49578], [-0.62112, 3.62375, 0.64146], [-0.72883, 3.01869, 2.01242], [-1.42937, -3.51117, 1.76985], [-2.55122, -2.15069, 1.71218], [-0.93981, -1.96824, 1.04954], [-2.10260, -5.21981, 0.29438], [-2.87140, -5.99793, -1.91856], [-3.43625, -4.33830, -3.66921], [-3.38114, -2.09934, -4.48247], [-2.51167, -0.87480, -3.53298], [-4.24145, -1.11267, -3.29394], [-4.64242, -1.55778, 0.00638], [-5.34067, -0.03350, -0.56132], [-4.72237, -0.15795, 1.09204], [-4.80931, 2.07003, 0.16610], [-3.95305, 2.99562, -1.07589], [-3.48432, 3.16256, 0.60900], [-1.20497, 1.68238, -2.83567], [-0.63668, 3.02048, -3.84193], [-2.31733, 2.98267, -3.29591], [-0.20480, 5.22702, -2.85111], [0.54209, 6.44957, -0.84010], [0.30898, 5.39717, 1.37975], [-1.00593, 3.77745, 2.74719], [0.23545, 2.59994, 2.30473], [-1.44508, 2.20130, 2.03858], [4.09207, 6.85436, -0.56995], [3.93100, 5.31121, 0.21422], [4.32859, 5.15066, 1.52569], [4.99311, 6.49808, 2.40308], [4.19417, 3.89543, 2.13321], [4.76120, 3.67637, 3.76416], [3.62408, 2.77387, 1.49992], [3.52774, 1.62854, 2.04148], [3.12280, 2.97513, 0.13139], [2.51870, 2.02127, -0.46438], [3.37422, 4.22042, -0.46631], [2.99978, 4.37023, -2.15795]],
  "atomic_forces_ev_per_a": [[-1.05, -0.84, -1.05], [-0.17, -0.16, -0.29], [0.04, -0.05, 0.11], [0.02, 0.01, 0.23], [0.04, 0.02, -0.10], [-0.11, 0.27, 0.18], [0.01, -0.14, -0.03], [-0.19, -0.19, -0.12], [-0.19, 0.05, -0.11], [0.28, 0.18, 0.39], [0.07, -0.02, 0.01], [-0.06, -0.06, 0.08], [-0.02, 0.03, -0.01], [0.10, 0.01, -0.09], [-0.02, 0.04, -0.12], [-0.07, 0.01, 0.01], [-0.04, -0.05, -0.08], [0.02, -0.05, -0.09], [0.08, -0.09, -0.03], [0.08, 0.05, 0.06], [0.04, 0.04, 0.02], [0.02, 0.03, 0.04], [-0.07, -0.02, 0.01], [0.28, 0.11, -0.27], [0.00, 0.10, -0.13], [0.30, -0.41, -0.08], [0.02, -1.31, 0.56], [-0.26, 0.36, -0.06], [0.07, -0.04, 0.01], [-0.02, -0.21, 0.22], [0.05, 0.03, -0.05], [-0.13, 0.10, 0.08], [-0.22, -0.10, 0.05], [-2.20, -0.70, 1.50], [-0.01, 0.03, -0.01], [-0.01, -0.04, 0.06], [0.00, -0.06, 0.06], [0.04, -0.01, -0.01], [0.00, 0.00, -0.01], [-0.01, 0.02, -0.03], [0.00, 0.01, -0.01], [0.00, 0.02, -0.10], [0.02, 0.16, 0.05], [-0.05, -0.09, -0.07], [0.01, -0.02, 0.01], [0.01, -0.08, -0.01], [-0.01, 0.20, 0.00], [0.03, -0.04, 0.08], [-0.30, -0.82, -0.08], [0.34, 0.93, 0.05], [-0.31, -1.17, -0.13], [0.15, -0.05, 0.04], [0.41, 1.08, 0.14], [0.07, -0.09, -0.05], [-0.01, -0.89, -0.01], [0.12, 0.93, -0.02], [-0.14, -0.14, -0.04], [0.01, 0.05, 0.13], [0.00, 0.01, 0.04], [0.00, 0.04, 0.01], [-0.04, 0.09, -0.06], [-0.09, -0.08, 0.04], [-0.08, 0.10, -0.07], [0.02, -0.01, 0.01], [0.02, 0.05, 0.03], [-0.01, 0.03, 0.09], [0.04, 0.02, 0.04], [0.00, -0.01, -0.01], [0.01, 0.01, -0.03], [-0.01, -0.01, -0.02], [0.01, 0.05, -0.04], [-0.01, 0.08, -0.03], [-0.03, 0.01, 0.02], [-0.01, 0.04, 0.02], [-0.02, 0.06, 0.02], [-0.02, -0.05, 0.01], [-0.03, 0.03, 0.00], [-0.01, 0.03, -0.01], [0.01, -0.05, -0.07], [0.00, 0.01, -0.04], [-0.03, -0.07, -0.03], [0.02, -0.02, -0.04], [0.05, 0.00, 0.00], [0.02, -0.02, 0.02], [0.00, -0.02, 0.00], [-0.27, 0.30, 0.25], [0.04, -0.05, 0.13], [0.00, 0.14, -0.11], [0.14, 0.05, 0.32], [-0.03, 0.13, -0.34], [0.04, 0.09, 0.10], [-0.11, -0.04, 0.04], [0.05, -0.09, 0.17], [0.28, 0.45, -0.01], [1.80, 0.64, 0.78], [0.24, 0.45, -0.14], [1.04, 0.83, -1.77], [-0.05, -0.13, 0.05], [-0.04, -0.03, -0.23]],
  "relative_energy_ev": 2.103,
  "energy_ev": -117834.9621,
  "total_charge": -2,
  "mol_weight_g_mol": 952.61,
  "spin_multiplicity": 1,
  "homo_lumo_gap_ev": 4.24,
  "homo_ev": -0.65
}